{
  "formula": "C4H37N3O14",
  "method": "ωB97M-V with the def2-TZVPD basis set",
  "de_lowest_kj_mol": 370.3,
  "homo_energy_ha": -0.3264,
  "e_lumo_ha": -0.0107,
  "energy_ha": -1392.140958,
  "molar_mass_g_mol": 351.347,
  "charge": 0,
  "symbols": ["O", "C", "N", "C", "C", "N", "C", "N", "H", "H", "H", "H", "H", "H", "H", "H", "H", "H", "H", "H", "H", "O", "H", "H", "O", "H", "H", "O", "H", "H", "O", "H", "H", "O", "H", "H", "O", "H", "H", "O", "H", "H", "O", "H", "H", "O", "H", "H", "O", "H", "H", "O", "H", "H", "O", "H", "H", "O"],
  "coordinates": [[1.821, 0.785, 1.091], [1.250, 1.854, 1.423], [0.658, 1.872, 2.630], [-0.338, 2.951, 2.862], [1.138, 2.936, 0.296], [0.038, 2.916, -0.645], [0.075, 1.860, -1.636], [0.285, 2.554, -2.957], [0.358, 0.952, 2.997], [-0.600, 3.141, 3.930], [-1.328, 2.719, 2.383], [0.093, 3.889, 2.450], [2.111, 2.943, -0.288], [0.901, 3.852, 0.976], [-0.847, 3.002, -0.145], [0.914, 1.201, -1.452], [-0.816, 1.188, -1.749], [1.017, 2.160, -3.556], [0.585, 3.523, -2.980], [0.222, -4.036, 1.671], [1.156, -4.787, 0.796], [1.132, -4.004, 1.364], [-2.115, -2.154, -2.727], [-1.338, -1.088, -2.048], [-2.010, -1.169, -2.752], [0.707, -0.441, -0.237], [1.273, -1.735, -1.059], [0.513, -1.227, -0.742], [-0.966, -4.284, -1.597], [-0.835, -2.885, -0.843], [-1.315, -3.711, -0.922], [-2.973, -2.977, 0.569], [-4.150, -2.387, 1.382], [-3.383, -2.990, 1.476], [1.332, 0.209, -3.891], [0.967, -1.272, -4.018], [1.593, -0.683, -3.605], [3.009, -2.179, 0.455], [3.061, -3.793, 0.346], [3.225, -2.951, -0.059], [-4.096, 0.187, -0.721], [-4.360, 0.157, -2.105], [-4.827, 0.464, -1.319], [-3.211, 1.740, -1.559], [-2.760, 3.202, -2.073], [-2.704, 2.522, -1.407], [3.739, -2.225, -1.826], [2.826, -0.932, -1.745], [3.632, -1.310, -2.095], [-0.370, 0.615, 5.006], [-1.457, 1.755, 4.847], [-0.587, 1.558, 5.217], [-0.598, -1.247, 1.653], [-2.086, -1.028, 1.422], [-1.309, -0.603, 1.746], [3.676, -0.417, 2.652], [3.856, 0.277, 1.304], [4.215, -0.468, 1.814]]
}

---

{
  "formula": "C4H37NO14S2",
  "method": "ωB97M-V with the def2-TZVPD basis set",
  "de_lowest_kj_mol": 200.1,
  "homo_energy_ha": -0.3203,
  "e_lumo_ha": 0.0015,
  "energy_ha": -2078.942619,
  "molar_mass_g_mol": 387.467,
  "charge": 0,
  "symbols": ["N", "C", "C", "O", "C", "S", "S", "C", "H", "H", "H", "H", "H", "H", "H", "H", "H", "H", "H", "H", "H", "O", "H", "H", "O", "H", "H", "O", "H", "H", "O", "H", "H", "O", "H", "H", "O", "H", "H", "O", "H", "H", "O", "H", "H", "O", "H", "H", "O", "H", "H", "O", "H", "H", "O", "H", "H", "O"],
  "coordinates": [[0.534, 0.408, -0.134], [1.631, 1.173, 0.390], [1.031, 2.526, 0.753], [-0.106, 2.762, 0.023], [2.605, 0.459, 1.392], [4.280, 0.885, 0.967], [0.149, -0.774, -4.028], [-0.766, -1.994, -3.118], [0.185, -0.405, 0.545], [-0.270, 0.814, -0.435], [2.315, 1.364, -0.495], [1.814, 3.399, 0.773], [0.478, 2.515, 1.821], [0.167, 3.048, -0.925], [2.386, 0.684, 2.374], [2.634, -0.642, 1.212], [-1.291, -1.438, -2.214], [-1.537, -2.651, -3.652], [-0.101, -2.662, -2.448], [-2.478, -0.126, -0.115], [-2.568, 1.372, -0.274], [-2.159, 0.605, -0.624], [-1.232, -3.709, -0.330], [-0.579, -2.557, 0.634], [-0.373, -3.312, -0.144], [-2.075, -2.488, 3.455], [-1.217, -1.519, 2.531], [-1.998, -1.616, 3.116], [-2.601, -1.556, 1.668], [-3.733, -1.858, 0.618], [-2.866, -1.571, 0.662], [4.534, 0.496, -0.301], [0.892, -0.163, -1.011], [1.253, -0.092, -2.882], [0.151, 0.243, 4.501], [0.209, -0.491, 3.053], [0.196, 0.458, 3.599], [-3.785, 2.624, 1.521], [-2.563, 3.195, 0.862], [-3.497, 3.056, 0.720], [3.015, -1.744, -1.165], [2.064, -3.999, -0.575], [2.024, -2.988, -0.803], [0.732, -1.747, 1.543], [1.125, -2.946, -0.623], [-0.118, -1.464, 1.451], [-2.702, 0.030, 2.912], [-1.907, 1.138, 3.441], [-2.713, 0.888, 3.478], [0.368, 3.506, -2.584], [1.456, 2.445, -2.612], [1.187, 3.299, -2.236], [-1.642, 1.642, -2.559], [-0.930, 2.015, -3.976], [-1.238, 2.252, -3.065], [4.131, -1.201, -2.275], [2.140, -0.644, -2.701], [3.360, -0.946, -1.710]]
}

---

{
  "formula": "C4H37NO16",
  "method": "ωB97M-V with the def2-TZVPD basis set",
  "de_lowest_kj_mol": 605.4,
  "homo_energy_ha": -0.3268,
  "e_lumo_ha": 0.0001,
  "energy_ha": -1433.108794,
  "molar_mass_g_mol": 355.331,
  "charge": 0,
  "symbols": ["C", "N", "C", "C", "C", "O", "O", "H", "H", "H", "H", "H", "H", "H", "H", "H", "H", "H", "O", "H", "H", "O", "H", "H", "O", "H", "H", "O", "H", "H", "O", "H", "H", "O", "H", "H", "O", "H", "H", "O", "H", "H", "O", "H", "H", "O", "H", "H", "O", "H", "H", "O", "H", "H", "O", "H", "H", "O"],
  "coordinates": [[3.111, 0.300, 1.604], [1.664, 0.086, 2.041], [1.472, -0.398, 3.412], [1.106, -0.883, 1.045], [-0.383, -0.502, 0.959], [-1.071, -1.178, 1.923], [-0.926, 0.211, 0.158], [3.585, -0.522, 1.079], [3.611, 0.877, 2.360], [2.992, 1.026, 0.702], [0.810, -1.310, 3.422], [2.381, -0.693, 3.940], [0.966, 0.435, 4.054], [1.022, -1.994, 1.473], [1.684, -0.756, 0.194], [-2.004, -0.887, 2.199], [-1.056, -0.500, -2.869], [0.044, -1.356, -2.102], [-0.812, -0.899, -2.005], [1.141, 0.135, -3.622], [-0.065, -0.474, -4.347], [0.871, -0.590, -4.236], [-0.133, 2.137, 3.200], [-1.039, 3.042, 2.177], [-1.024, 2.508, 3.027], [0.849, -4.842, -0.418], [-0.182, -3.828, -0.632], [0.557, -4.232, -1.021], [0.199, 0.640, -1.551], [1.709, 0.203, -1.711], [1.056, 0.889, -1.551], [1.842, -2.920, -0.031], [3.073, -3.816, 0.012], [2.693, -3.055, 0.291], [-1.502, 1.403, -2.692], [-0.596, 2.022, -4.131], [-1.110, 1.342, -3.688], [-4.412, 2.022, 0.080], [-3.331, 2.409, 0.908], [-4.148, 2.027, 1.054], [-3.306, 0.646, 3.147], [-3.984, 0.332, 1.801], [-3.501, -0.124, 2.549], [-3.714, 1.145, -2.051], [-2.466, 1.247, -1.200], [-3.064, 1.835, -1.751], [-0.782, 1.978, 0.183], [-0.471, 3.528, 0.298], [-1.106, 2.890, 0.464], [3.262, -1.638, -1.460], [2.458, -1.652, -2.704], [2.830, -1.075, -2.100], [-2.159, -2.666, 0.607], [-1.781, -2.210, -0.795], [-1.470, -2.850, -0.060], [1.439, 3.058, -1.177], [1.955, 3.741, 0.083], [1.216, 3.738, -0.537]]
}

---

{
  "formula": "C4H37NO16",
  "method": "ωB97M-V with the def2-TZVPD basis set",
  "de_lowest_kj_mol": 315.1,
  "homo_energy_ha": -0.3298,
  "e_lumo_ha": -0.0008,
  "energy_ha": -1433.219356,
  "molar_mass_g_mol": 355.331,
  "charge": 0,
  "symbols": ["C", "N", "C", "C", "C", "O", "O", "H", "H", "H", "H", "H", "H", "H", "H", "H", "H", "H", "O", "H", "H", "O", "H", "H", "O", "H", "H", "O", "H", "H", "O", "H", "H", "O", "H", "H", "O", "H", "H", "O", "H", "H", "O", "H", "H", "O", "H", "H", "O", "H", "H", "O", "H", "H", "O", "H", "H", "O"],
  "coordinates": [[0.794, -0.777, 2.622], [-0.012, 0.266, 1.923], [-1.094, 0.862, 2.728], [-0.285, -0.060, 0.556], [0.074, 1.167, -0.326], [-0.648, 2.164, 0.097], [0.942, 1.295, -1.196], [0.099, -1.549, 3.034], [1.188, -0.206, 3.482], [1.676, -1.146, 2.044], [-0.945, 0.486, 3.783], [-0.949, 1.934, 2.859], [-2.125, 0.714, 2.410], [-1.319, -0.397, 0.375], [0.275, -1.004, 0.265], [-0.173, 3.188, 0.024], [-2.491, -1.971, -2.138], [-3.525, -1.947, -0.810], [-2.642, -1.907, -1.182], [-1.212, -3.327, -3.122], [-0.577, -1.982, -3.589], [-1.422, -2.496, -3.560], [1.121, 2.177, 2.499], [2.578, 2.794, 2.757], [1.744, 2.892, 2.299], [-4.695, 0.438, 2.265], [-3.544, 0.569, 1.325], [-3.862, -0.020, 2.060], [2.039, -3.286, -1.698], [1.139, -3.236, -0.421], [2.055, -3.086, -0.755], [-3.308, -1.778, 2.008], [-1.859, -1.512, 2.209], [-2.457, -2.165, 1.846], [1.274, -1.907, -4.510], [1.098, -0.765, -3.546], [1.064, -1.750, -3.586], [2.241, 2.691, -1.590], [3.441, 2.768, -0.692], [2.839, 3.355, -1.204], [1.011, 4.010, 1.044], [1.597, 3.954, -0.308], [0.725, 4.240, 0.143], [0.006, 1.027, -4.505], [0.573, 1.115, -2.978], [0.684, 0.780, -3.880], [2.945, 0.669, 1.778], [4.064, 0.069, 0.808], [3.854, 0.705, 1.526], [-1.269, -2.873, -0.880], [-1.110, -4.285, -0.293], [-0.609, -3.590, -0.725], [-2.730, 1.892, -0.298], [-4.125, 1.451, -0.799], [-3.628, 1.668, -0.005], [2.974, -1.534, -0.644], [2.933, -0.041, -0.865], [3.565, -0.744, -0.666]]
}